Record 1
The following is a DFT calculation (the ωB97M-V functional and the def2-TZVPD basis) of a molecular structure, C19H45InNS in a non-equilibrium geometry.

As for the LUMO energy: 2.7 eV. The spin multiplicity is 1. As for the net charge: -1. The calculation puts the HOMO energy at -5.23 eV. For the HOMO-LUMO gap, the calculation gives 7.92 eV.

Geometry as XYZ:
```
67
Properties=species:S:1:pos:R:3:lowdin_charge:R:1
S 2.18 0.17 0.78 0.448
C 2.97 -0.75 -0.36 -0.951
N 3.85 -1.06 -1.13 -0.087
In 5.33 -2.13 0.04 0.192
H 5.01 -3.90 -0.15 -0.164
H 5.29 -1.74 1.78 -0.141
H 6.96 -1.70 -0.63 -0.166
C 3.00 4.44 0.70 -0.110
C 1.86 4.04 1.61 -0.272
C 0.50 4.56 1.14 -0.226
C 0.37 6.09 1.10 -0.234
C 0.64 6.80 2.42 -0.277
C -0.35 6.42 3.52 -0.118
H 3.12 5.53 0.65 0.060
H 3.94 4.03 1.06 0.072
H 2.84 4.07 -0.32 0.077
H 2.06 4.38 2.63 0.098
H 1.81 2.95 1.65 0.056
H -0.28 4.15 1.79 0.100
H 0.29 4.17 0.14 0.111
H -0.64 6.34 0.75 0.106
H 1.05 6.49 0.34 0.098
H 0.57 7.88 2.26 0.100
H 1.66 6.61 2.76 0.097
H -1.38 6.65 3.21 0.072
H -0.14 6.97 4.43 0.066
H -0.30 5.35 3.75 0.066
C -2.18 -2.50 -5.03 -0.119
C -0.80 -2.71 -4.43 -0.266
C -0.64 -2.06 -3.05 -0.232
C -0.80 -0.54 -3.03 -0.221
C 0.17 0.22 -3.94 -0.270
C 1.63 0.02 -3.56 -0.111
H -2.40 -1.44 -5.20 0.063
H -2.25 -3.00 -6.00 0.064
H -2.96 -2.92 -4.39 0.072
H -0.04 -2.33 -5.12 0.099
H -0.62 -3.78 -4.33 0.104
H 0.33 -2.33 -2.64 0.101
H -1.39 -2.49 -2.37 0.091
H -0.66 -0.19 -2.00 0.109
H -1.82 -0.27 -3.30 0.098
H -0.06 1.29 -3.89 0.102
H 0.02 -0.07 -4.99 0.093
H 1.82 0.36 -2.54 0.048
H 2.28 0.60 -4.23 0.071
H 1.94 -1.02 -3.64 0.067
C -3.96 -4.83 3.21 -0.121
C -2.44 -4.77 3.12 -0.274
C -1.90 -3.34 3.20 -0.228
C -2.34 -2.41 2.07 -0.227
C -1.99 -2.90 0.66 -0.270
C -0.49 -3.03 0.43 -0.102
H -4.44 -4.30 2.39 0.063
H -4.30 -5.87 3.18 0.065
H -4.32 -4.39 4.15 0.072
H -2.11 -5.26 2.20 0.098
H -2.02 -5.35 3.95 0.102
H -0.80 -3.39 3.23 0.104
H -2.20 -2.89 4.15 0.107
H -1.88 -1.43 2.23 0.112
H -3.42 -2.25 2.13 0.097
H -2.40 -2.19 -0.07 0.097
H -2.48 -3.86 0.45 0.097
H 0.01 -2.07 0.58 0.047
H -0.29 -3.35 -0.60 0.051
H -0.03 -3.76 1.10 0.072
```

Record 2
The following is a DFT calculation (the ωB97M-V functional and the def2-TZVPD basis) of a molecular structure, C19H46Br3O12P3 in a non-equilibrium geometry.

As for the LUMO energy: -0.5 eV. The spin multiplicity is 1. The energy above the lowest of the compared OMol25 structures with the same formula, charge and spin is 1.121 eV. The calculation puts the HOMO energy at -10.36 eV. For the HOMO-LUMO gap, the calculation gives 9.89 eV.

Geometry as XYZ:
```
83
Properties=species:S:1:pos:R:3:lowdin_charge:R:1
C -2.20 -1.47 -1.50 -1.506
Br -1.07 -1.40 0.13 0.511
Br -3.77 -0.25 -1.34 0.496
Br -2.83 -3.32 -1.77 0.520
H -1.67 -1.16 -2.40 -0.022
C 5.03 -7.86 3.34 -0.074
C 5.20 -7.94 4.85 -0.284
O 4.30 -8.86 5.41 -0.181
P 3.14 -8.36 6.39 0.440
O 3.62 -7.60 7.57 -0.233
O 2.17 -7.53 5.41 -0.172
C 1.42 -8.25 4.43 -0.286
C 0.08 -7.53 4.24 -0.051
O 2.44 -9.74 6.86 -0.184
C 3.31 -10.73 7.45 -0.271
C 3.80 -10.36 8.83 -0.088
H 4.18 -7.25 3.05 0.065
H 5.86 -7.28 2.93 0.077
H 4.92 -8.84 2.89 0.082
H 6.23 -8.19 5.07 0.120
H 5.10 -6.93 5.26 0.118
H 2.02 -8.29 3.52 0.107
H 1.29 -9.29 4.72 0.109
H -0.35 -7.43 5.24 0.084
H 0.22 -6.59 3.70 0.079
H -0.47 -8.25 3.64 0.076
H 2.64 -11.58 7.57 0.113
H 4.05 -11.18 6.79 0.117
H 3.04 -9.74 9.31 0.086
H 4.07 -11.23 9.43 0.078
H 4.71 -9.77 8.83 0.072
C 7.59 4.76 -1.50 -0.054
C 6.15 4.18 -1.34 -0.297
O 5.98 3.54 -0.10 -0.173
P 4.78 2.45 0.04 0.483
O 4.50 1.58 -1.13 -0.248
O 3.49 3.26 0.52 -0.183
C 2.40 3.51 -0.34 -0.283
C 1.40 4.46 0.31 -0.070
O 5.23 1.58 1.35 -0.194
C 4.73 0.27 1.61 -0.286
C 4.39 0.27 3.08 -0.081
H 7.61 5.38 -2.40 0.076
H 7.88 5.31 -0.61 0.074
H 8.21 3.87 -1.60 0.075
H 5.42 4.98 -1.50 0.111
H 5.96 3.49 -2.17 0.108
H 2.74 4.04 -1.22 0.116
H 1.94 2.54 -0.51 0.120
H 0.57 4.78 -0.32 0.078
H 1.02 3.99 1.22 0.075
H 1.92 5.38 0.60 0.076
H 3.92 -0.03 0.95 0.119
H 5.58 -0.40 1.56 0.119
H 5.29 0.27 3.70 0.082
H 3.74 1.11 3.30 0.082
H 3.88 -0.68 3.22 0.078
C -4.74 4.86 -5.51 -0.072
C -5.55 5.40 -6.67 -0.311
O -5.98 6.72 -6.43 -0.189
P -7.40 7.03 -5.64 0.557
O -7.70 8.50 -5.41 -0.248
O -7.24 6.11 -4.28 -0.215
C -8.18 6.30 -3.21 -0.274
C -7.47 6.06 -1.87 -0.066
O -8.43 6.15 -6.53 -0.182
C -8.94 6.73 -7.70 -0.309
C -7.95 6.88 -8.85 -0.066
H -3.95 5.56 -5.25 0.085
H -5.43 4.64 -4.69 0.064
H -4.28 3.89 -5.73 0.078
H -5.02 5.39 -7.62 0.118
H -6.36 4.73 -6.93 0.110
H -8.56 7.32 -3.18 0.108
H -8.99 5.59 -3.37 0.121
H -6.55 6.60 -1.66 0.083
H -8.27 6.23 -1.15 0.075
H -7.27 4.99 -1.83 0.070
H -9.84 6.18 -7.97 0.116
H -9.44 7.69 -7.60 0.115
H -7.34 5.98 -8.95 0.073
H -8.51 6.99 -9.78 0.077
H -7.38 7.80 -8.74 0.081
```

Record 3
The following is a DFT calculation (the ωB97M-V functional and the def2-TZVPD basis) of a molecular structure, C19H46Cl2LuO3P2S in a non-equilibrium geometry.

As for the LUMO energy: 2.9 eV. The spin multiplicity is 1. The energy above the lowest of the compared OMol25 structures with the same formula, charge and spin is 2.833 eV. As for the net charge: -1. The calculation puts the HOMO energy at -4.21 eV. For the HOMO-LUMO gap, the calculation gives 7.08 eV.

Geometry as XYZ:
```
74
Properties=species:S:1:pos:R:3:lowdin_charge:R:1
Lu 0.01 -0.13 -0.24 0.562
Cl -0.03 0.40 -2.68 -0.023
P -2.41 -0.60 -0.52 0.894
C -2.80 -1.46 -2.10 -0.556
C -3.27 -1.51 0.80 -0.564
C -3.11 1.10 -0.73 -0.544
C -1.81 -2.53 -2.55 -0.181
H -2.75 -0.64 -2.84 0.088
C -4.21 -2.04 -2.11 -0.146
H -4.25 -3.01 -1.60 0.074
H -4.51 -2.22 -3.16 0.082
H -4.96 -1.39 -1.67 0.045
H -0.94 -2.09 -3.06 0.014
H -2.30 -3.20 -3.27 0.067
H -1.45 -3.15 -1.72 0.043
H -2.59 1.42 -1.66 0.085
C -2.75 2.10 0.35 -0.156
C -4.60 1.11 -0.98 -0.129
H -4.86 0.78 -1.99 0.067
H -4.98 2.15 -0.88 0.079
H -5.15 0.51 -0.25 0.067
H -1.86 1.79 0.93 -0.008
H -3.56 2.28 1.06 0.081
H -2.49 3.07 -0.10 0.098
C -2.65 -2.89 1.01 -0.128
H -4.27 -1.65 0.38 0.081
C -3.42 -0.76 2.12 -0.117
H -2.82 -3.56 0.16 0.060
H -3.10 -3.36 1.90 0.074
H -1.56 -2.82 1.18 0.025
H -2.48 -0.30 2.45 0.020
H -3.74 -1.47 2.90 0.076
H -4.19 0.02 2.05 0.070
Cl 0.09 -0.89 2.02 0.104
H 0.26 -1.75 -1.07 -0.127
P 2.46 0.21 -0.43 0.902
C 2.78 1.80 -1.29 -0.548
C 3.40 0.26 1.13 -0.555
C 3.10 -1.09 -1.57 -0.555
C 1.78 2.93 -1.05 -0.142
H 2.68 1.52 -2.36 0.092
C 4.19 2.32 -1.05 -0.140
H 4.27 2.84 -0.09 0.077
H 4.44 3.05 -1.84 0.082
H 4.96 1.54 -1.08 0.046
H 0.85 2.77 -1.61 0.033
H 2.21 3.88 -1.38 0.075
H 1.52 3.03 0.01 0.047
H 2.54 -0.85 -2.50 0.075
C 2.75 -2.53 -1.20 -0.171
C 4.59 -0.95 -1.87 -0.136
H 4.81 -0.10 -2.51 0.064
H 4.93 -1.86 -2.40 0.076
H 5.18 -0.88 -0.95 0.067
H 2.00 -2.59 -0.41 0.013
H 3.64 -3.09 -0.86 0.064
H 2.36 -3.05 -2.08 0.077
C 2.86 1.30 2.08 -0.138
H 4.38 0.60 0.79 0.083
C 3.58 -1.09 1.82 -0.125
H 3.16 2.32 1.83 0.074
H 3.19 1.10 3.11 0.083
H 1.75 1.29 2.09 -0.015
H 2.63 -1.58 2.03 0.021
H 4.09 -0.93 2.78 0.075
H 4.21 -1.77 1.23 0.061
C -0.26 1.42 4.05 -0.126
S -0.23 2.57 2.43 0.520
O -1.39 3.33 2.44 -0.312
O 0.87 3.35 2.68 -0.322
O 0.05 1.82 0.84 -0.673
H -0.36 2.13 4.87 0.043
H 0.68 0.89 4.15 0.018
H -1.12 0.75 4.04 0.011
```